Entry from OMol25: a structure of composition C55H37Cl3N11O4Re in a non-equilibrium geometry (wB97M-V/def2-TZVPD).

Values from the calculation:
E_HOMO (alpha / beta): -0.3364 / -0.3507 Ha
multiplicity: 2
HOMO-LUMO gap (alpha / beta): 0.172 / 0.168 Eh
charge: +1

Each line ends with the Mulliken charge.
Atoms and positions in Å:
Re1 -0.1281 -1.5910 0.0723  2.751
Cl1 2.0537 2.8076 2.4485  -0.155
Cl2 3.5987 0.3930 2.0375  -0.079
Cl3 2.6783 1.1158 4.6792  -0.072
O1 -1.0628 0.6590 -0.6525  0.291
O2 0.8939 -0.1331 1.5526  -0.692
O3 2.7179 5.6071 -1.3414  -0.675
O4 0.0890 0.4245 3.5738  -0.630
N1 1.1379 -2.9328 -1.0970  -0.151
N2 1.7227 -0.0474 -1.1655  0.930
N3 0.1180 -2.6663 -3.2421  -0.464
N4 4.6545 4.4692 -1.5762  0.010
N5 -1.8764 -1.5150 1.1725  0.015
N6 2.5182 -3.7820 0.6435  -0.637
N7 0.6009 -2.7632 1.6124  -0.363
N8 -3.4516 -1.1824 -0.5866  -0.498
N9 2.7017 3.4157 -0.7807  0.509
N10 -0.9780 -2.1457 3.2889  -0.340
N11 -1.3647 -1.8660 -1.5566  -0.418
C1 -1.9710 -1.8744 2.4916  0.498
C2 2.4667 -2.9143 2.9381  -0.165
C3 -5.4931 -1.8018 1.7011  -0.364
C4 -5.3679 -2.4070 4.0440  -0.723
C5 -4.1128 -1.6900 1.7044  0.249
C6 7.5644 1.7630 -0.1990  0.887
C7 -3.9971 -0.0108 -4.8563  -0.763
C8 2.7321 2.1362 -1.2827  -0.092
C9 5.4954 2.9589 0.1599  -0.051
C10 -2.6092 -1.2824 -1.5859  -0.362
C11 -1.5836 2.5445 0.6948  0.981
C12 1.6194 -1.9736 5.0246  -0.482
C13 -1.8121 1.7866 1.8471  0.338
C14 8.6215 0.8258 0.2925  -1.524
C15 -1.8295 -1.2943 -3.7353  0.618
C16 7.6701 2.3664 -1.4498  -0.722
C17 2.6148 -6.3017 -3.8958  -0.639
C18 3.5498 1.7054 -2.3285  -0.313
C19 1.8330 -5.1561 -3.9289  -0.412
C20 3.3033 -6.6699 -2.7430  -0.635
C21 2.4478 -4.7706 -1.5983  0.065
C22 3.2392 -5.9085 -1.5820  -0.361
C23 3.7507 -3.0002 3.4520  -0.058
C24 2.0501 -3.8157 -0.5767  0.024
C25 -3.9845 -2.3030 4.0536  -0.444
C26 -4.0156 -0.2558 -3.4940  -0.361
C27 1.9198 -3.1561 1.6262  0.090
C28 2.5236 -0.4516 -2.1461  -0.296
C29 -1.5852 3.9417 0.7961  -0.850
C30 -0.8977 -1.9421 -2.8497  -0.175
C31 -3.1460 -1.4289 0.6580  0.178
C32 -1.9904 3.7772 3.1613  -0.775
C33 -3.3658 -1.9552 2.8679  0.250
C34 3.9571 -2.5445 4.7446  -0.601
C35 -2.9204 -0.8956 -2.9372  0.585
C36 0.2397 -2.4030 2.8893  -0.329
C37 1.4059 -2.4259 3.7321  0.456
C38 0.9125 0.3772 2.6959  -0.192
C39 0.9356 -3.2621 -2.4111  -0.524
C40 1.8334 1.1994 -0.7503  -1.132
C41 2.2868 1.1301 2.9657  1.144
C42 5.6077 3.5520 -1.0926  -0.272
C43 6.7113 3.2556 -1.8897  -0.177
C44 3.4395 0.3945 -2.7501  -1.703
C45 -1.3386 1.8526 -0.5730  0.531
C46 -1.7847 4.5437 2.0221  -0.852
C47 3.3420 4.5765 -1.2407  0.224
C48 2.9150 -2.0264 5.5121  -0.596
C49 -1.8208 -1.0494 -5.0996  -0.394
C50 -2.0153 2.3955 3.0689  -0.453
C51 6.4667 2.0771 0.5939  -0.903
C52 -1.4449 2.6565 -1.8389  -2.411
C53 1.7478 -4.4068 -2.7659  0.639
C54 -6.1069 -2.1713 2.8901  -0.689
C55 -2.9129 -0.3960 -5.6451  -0.684
H1 -0.6703 3.4203 -1.8652  0.454
H2 4.5541 -3.3994 2.8542  0.555
H3 1.8971 3.6260 -0.2035  0.090
H4 5.0241 5.2833 -2.0532  0.292
H5 4.9555 -2.5474 5.1537  0.428
H6 -4.8363 0.4902 -5.3159  0.445
H7 8.5166 2.1448 -2.0835  0.416
H8 1.2892 -4.8662 -4.8138  0.562
H9 -1.3227 1.9980 -2.6950  0.359
H10 3.1281 -1.6450 6.4998  0.480
H11 9.5495 1.3674 0.4784  0.340
H12 1.1824 1.5085 0.0514  0.231
H13 -2.4118 3.1506 -1.8915  0.458
H14 4.0575 0.0259 -3.5552  0.554
H15 8.8332 0.0570 -0.4486  0.367
H16 -1.8173 0.7121 1.7724  0.366
H17 3.8878 -7.5775 -2.7478  0.424
H18 6.8117 3.7289 -2.8556  0.441
H19 8.3080 0.3476 1.2170  0.333
H20 4.6666 3.2041 0.8048  0.473
H21 2.4438 -1.4738 -2.4768  0.356
H22 3.7665 -6.1987 -0.6884  0.566
H23 -2.1635 1.7857 3.9452  0.473
H24 -5.8847 -2.6958 4.9438  0.463
H25 -7.1790 -2.2839 2.9266  0.432
H26 0.8141 -1.5401 5.5945  0.442
H27 -1.4049 4.5612 -0.0687  0.460
H28 2.6738 -6.9279 -4.7747  0.434
H29 -3.4040 -2.5040 4.9382  0.593
H30 -4.8454 0.0440 -2.8755  0.575
H31 -0.9832 -1.3556 -5.7039  0.567
H32 -1.7726 5.6194 2.0959  0.441
H33 6.3773 1.6419 1.5785  0.404
H34 4.2378 2.3697 -2.8230  0.652
H35 -2.1295 4.2540 4.1201  0.445
H36 -2.9314 -0.1817 -6.7026  0.437
H37 -6.0579 -1.6296 0.7995  0.583

Entry from OMol25: a cluster of 2 separate species, C8H12NO2 in total in a non-equilibrium geometry (wB97M-V/def2-TZVPD).

Values from the calculation:
E_HOMO: -0.5284 Ha
HOMO-LUMO gap: 0.338 Eh
charge: +1

Each line ends with the Mulliken charge.
Atoms and positions in Å:
O1 3.7778 -3.1253 -1.6611  -0.103
O2 0.3710 -0.9802 1.8664  -0.433
N1 -0.9396 0.7462 1.0797  0.082
C1 -1.2475 1.6632 -0.0332  -0.841
C2 -1.8813 0.6045 2.1876  -1.117
C3 0.9676 -0.1594 -0.3848  -0.124
C4 -0.0295 -0.2143 1.0676  0.794
C5 3.4758 -2.0712 -1.5006  0.088
C6 0.1927 -0.7439 -1.1725  1.370
C7 -0.7063 -1.3841 -2.0541  -1.629
C8 2.1770 0.5099 0.1384  -1.589
H1 2.3532 0.0350 1.0317  0.533
H2 -1.3572 0.3450 3.1125  0.395
H3 -1.3909 -0.6929 -2.3262  0.410
H4 -2.6728 -0.0939 2.1109  0.359
H5 -2.2626 1.5731 2.3744  0.374
H6 2.9818 0.3628 -0.5654  0.344
H7 -1.3686 2.7237 0.2026  0.341
H8 -0.3348 -1.8943 -2.9241  0.376
H9 1.9646 1.6357 0.3503  0.335
H10 -2.2951 1.5942 -0.5512  0.327
H11 -0.3782 1.6665 -0.8247  0.345
H12 -1.3971 -2.1002 -1.5245  0.363

Entry from OMol25: a cluster of 14 separate species, C35H105N21O14 in total in a non-equilibrium geometry (wB97M-V/def2-TZVPD).

Values from the calculation:
E_HOMO: -0.3339 Ha
HOMO-LUMO gap: 0.333 Eh

Each line ends with the Mulliken charge.
Atoms and positions in Å:
O1 1.5639 -5.1662 -3.2910  -0.693
O2 4.4140 4.8397 4.9853  -0.430
O3 -3.9690 2.4729 -3.0978  -0.693
O4 -5.7542 1.7174 0.4980  -0.692
O5 -0.3479 5.3854 -1.9168  -0.657
O6 4.9185 1.7978 -1.3802  -0.823
O7 1.5065 -1.8978 1.8178  -0.497
O8 0.0332 -0.2875 -2.4179  -0.419
O9 0.8818 8.3319 1.4812  -0.379
O10 -4.0315 -8.2472 -3.2542  -0.343
O11 2.9993 2.9078 -5.4616  -0.718
O12 4.6152 -2.4506 -2.6818  -0.458
O13 -1.3641 1.1705 3.7403  -0.189
O14 -4.1508 -3.4266 1.1340  -0.195
N1 -0.0471 -0.3970 5.6783  -0.871
N2 -3.2274 0.3199 -3.2077  -0.015
N3 3.8663 1.2440 0.5679  0.052
N4 0.8858 4.3281 -3.5124  -0.306
N5 4.9056 2.7200 -4.1815  -0.265
N6 1.9053 -4.1246 -5.2793  -0.444
N7 0.9506 -3.8573 0.7646  -0.263
N8 0.5298 0.9738 1.1166  0.474
N9 3.0737 -3.0331 0.5866  -0.341
N10 1.9297 5.6342 0.6270  -0.485
N11 -5.2611 -4.4381 4.5915  -0.702
N12 7.4646 -0.7763 -1.0456  -0.699
N13 -4.8294 1.0705 -4.6895  -0.416
N14 -4.0837 3.0297 -0.3526  -0.062
N15 4.3855 3.4390 0.1758  -0.267
N16 3.0439 1.6686 -3.5445  0.166
N17 -2.7026 -5.8714 -4.0553  -0.585
N18 2.3625 3.2411 2.3328  0.903
N19 -0.2348 -4.3342 -4.4606  -0.243
N20 -4.7948 3.3618 1.7893  -0.371
N21 -1.1102 3.4187 -2.7141  0.059
C1 0.7470 0.2038 -1.3010  -0.054
C2 -2.6272 -5.1649 -1.7505  -1.160
C3 7.0390 -3.1524 -0.8143  -1.553
C4 3.2990 -2.0519 -2.9543  0.936
C5 2.5556 2.1586 4.4301  -1.440
C6 -5.1559 -4.5695 3.1312  0.403
C7 -3.9745 1.3556 -3.6506  0.519
C8 1.8153 -2.8746 1.1336  0.534
C9 0.3208 8.9747 0.3566  -0.609
C10 0.2944 7.0886 1.8106  -0.631
C11 -0.9294 -2.4456 4.4767  -1.335
C12 3.6297 5.9034 5.4883  -0.654
C13 -2.3681 2.1404 3.5656  -0.792
C14 1.0922 -4.5330 -4.2348  0.720
C15 -0.3363 4.7048 1.0718  -1.438
C16 -1.3930 1.0107 -0.2212  0.847
C17 3.6085 2.4829 -4.4747  0.391
C18 -3.7434 -2.2162 0.5565  0.348
C19 -3.9932 -7.1177 -2.3935  -0.976
C20 4.4368 2.1679 -0.2845  0.279
C21 -1.8243 -0.1424 4.0012  -0.292
C22 3.9283 4.3047 3.7762  -0.964
C23 5.2689 -1.5528 -1.7986  0.613
C24 -0.2239 -1.6912 -2.2866  0.487
C25 -2.6600 -6.3957 -2.6549  0.302
C26 -6.3757 -5.1612 2.4656  -1.429
C27 6.7432 -1.9307 -1.7050  0.374
C28 2.6256 3.5185 3.7533  1.055
C29 -0.2076 4.4261 -2.6991  0.551
C30 0.5014 5.9759 0.8000  0.743
C31 -0.1000 0.2336 -0.0089  0.652
C32 -4.8965 2.5859 0.6434  0.735
C33 -0.5987 -0.9626 4.4224  1.384
C34 -4.6422 -3.2958 2.4456  -0.395
C35 -5.3273 -8.8807 -3.2232  -0.725
H1 -2.0277 3.0511 3.0761  -0.079
H2 2.9132 -2.7246 -3.7225  -0.128
H3 -1.9744 0.5227 -1.0132  -0.632
H4 -1.7930 3.3803 -1.9853  -0.097
H5 0.8412 3.6625 -4.2657  0.157
H6 1.5688 2.6103 2.2492  -0.750
H7 -0.3473 -2.1046 -1.2856  -0.059
H8 -1.8244 -7.0525 -2.4262  0.287
H9 -1.0030 -1.9770 -2.9855  0.353
H10 1.6761 -0.3458 -1.1084  -0.509
H11 -0.7799 -2.9065 3.4985  0.119
H12 2.6047 -2.2008 -2.1146  -0.492
H13 -2.5392 -6.7596 -4.5332  0.295
H14 0.7211 -2.1149 -2.6521  -0.747
H15 -4.3518 -5.3212 3.0918  0.190
H16 3.1889 1.3976 3.9716  0.233
H17 -2.1297 0.9792 0.5903  0.115
H18 -0.7006 9.3162 0.5560  0.296
H19 -2.9450 -2.2806 -0.1812  -0.186
H20 -0.1381 4.3368 2.0824  0.034
H21 -0.7950 7.1777 1.9053  0.346
H22 -2.2080 -0.6178 3.0879  -0.511
H23 0.9227 9.8549 0.1364  0.262
H24 2.2274 1.1277 -3.7580  -0.042
H25 -3.2241 1.7293 3.0259  0.321
H26 6.7594 -0.3390 -0.4499  0.178
H27 5.1686 -0.5052 -2.0958  0.285
H28 1.0415 1.2222 -1.5595  0.527
H29 -5.5556 -9.0262 -2.1679  0.305
H30 -0.0899 0.5960 5.4540  0.209
H31 -4.6276 -1.6851 0.1911  0.475
H32 -6.0078 -8.2225 -3.7684  0.296
H33 7.2447 -2.1035 -2.6567  0.239
H34 -3.3502 3.6813 -0.1632  0.060
H35 -7.2183 -4.5195 2.7489  0.327
H36 0.0367 3.9605 0.3708  0.033
H37 -2.5958 -0.0627 4.7745  0.788
H38 -1.7157 -4.5898 -1.9235  0.128
H39 1.7597 4.6088 -3.1147  0.165
H40 -0.1377 0.9350 1.8792  -0.379
H41 -6.5942 -6.1674 2.8273  0.382
H42 -4.2751 4.2124 1.7410  0.167
H43 -5.4607 1.7074 -5.1283  0.233
H44 0.2283 -0.8732 3.7067  -0.236
H45 3.5410 1.4655 -2.6896  0.090
H46 -0.9159 -4.7643 -3.8553  0.036
H47 -5.4116 -2.5136 2.3996  0.445
H48 -2.7763 -5.4273 -0.6997  0.449
H49 4.0232 6.1469 6.4745  0.262
H50 3.8995 0.2639 0.3753  -0.044
H51 -1.4104 4.8747 1.0307  0.576
H52 -2.4002 0.4559 -2.6453  0.049
H53 -5.2410 -9.7822 -3.8240  0.239
H54 2.8651 -4.4155 -5.2839  0.248
H55 3.8319 5.1314 3.0555  0.445
H56 1.5014 1.8839 4.3930  0.141
H57 5.2269 2.4909 -3.2475  0.236
H58 0.3202 8.3346 -0.5292  0.217
H59 4.7890 4.1387 -0.4211  0.233
H60 1.3540 0.4032 1.3001  0.077
H61 6.5002 -3.2047 0.1332  0.340
H62 -3.4303 -4.4408 -1.9241  0.299
H63 3.1689 -3.7411 -0.1146  0.116
H64 -3.9222 -7.6045 -1.4096  0.525
H65 3.1966 -1.0191 -3.2955  0.139
H66 -3.8424 -2.9763 3.1260  0.021
H67 -1.2482 2.0743 -0.4111  -0.951
H68 1.5981 -3.7024 -6.1344  0.134
H69 3.6871 3.5754 0.9019  0.049
H70 0.9288 -0.6669 5.7183  0.351
H71 4.7669 -1.6555 -0.8229  -0.672
H72 -6.2404 -5.1801 1.3835  0.311
H73 -0.2781 -3.0351 5.1280  0.409
H74 2.8916 2.2117 5.4691  0.429
H75 -3.4194 -0.6181 -3.5044  0.261
H76 3.7419 6.7877 4.8550  0.289
H77 0.7270 6.8314 2.7789  0.265
H78 -3.3161 -1.5386 1.3126  -0.411
H79 3.6913 1.6099 1.4951  0.154
H80 -4.1599 2.5850 -1.2705  -0.013
H81 2.0554 4.0382 1.7479  0.001
H82 6.6358 -4.0328 -1.3372  0.366
H83 8.0677 -1.2106 -0.3565  0.298
H84 -2.7760 2.5271 4.5076  0.465
H85 4.7378 3.7215 3.3265  0.217
H86 -4.7790 -6.3565 -2.3806  0.401
H87 -3.6559 -5.6136 -4.2911  0.253
H88 -1.9301 -2.6350 4.8746  0.296
H89 -0.9157 2.6555 -3.3341  0.060
H90 1.9939 5.0508 -0.2053  -0.053
H91 -0.0223 -3.8536 1.0081  0.125
H92 -5.8887 -3.6556 4.7783  0.261
H93 3.8328 -2.4481 0.8695  0.124
H94 1.8230 4.1462 4.1654  0.227
H95 -5.2650 3.0954 2.6323  0.241
H96 -0.4676 -3.6620 -5.1642  0.171
H97 8.1089 -3.3371 -0.7411  0.465
H98 -4.9210 0.0900 -4.8802  0.120
H99 2.3394 6.5351 0.3825  0.355
H100 5.5131 3.1519 -4.8504  0.193
H101 2.5799 5.6399 5.6333  0.272
H102 0.1135 6.3328 -0.1635  0.371
H103 1.2396 -4.5411 0.0903  0.166
H104 -0.3019 -0.7508 0.4271  0.077
H105 -5.7050 -5.2983 4.8920  0.269

Entry from OMol25: the molecule C5H9NO2 in a non-equilibrium geometry (wB97M-V/def2-TZVPD).

Values from the calculation:
E_HOMO: -0.3512 Ha
HOMO-LUMO gap: 0.381 Eh
SMILES: CN1C[C@](C)(O)C1=O

Each line ends with the Mulliken charge.
Atoms and positions in Å:
O1 -1.3421 -0.8972 -1.5248  -0.647
O2 1.4562 0.6257 -1.6100  -0.591
N1 -0.9346 0.1105 0.5620  0.053
C1 -2.2068 0.7185 0.8297  -0.904
C2 0.3665 0.7903 0.6874  -0.911
C3 -0.6411 -0.4318 -0.6565  0.041
C4 1.7516 -1.2773 -0.1252  -1.523
C5 0.8737 -0.0930 -0.4902  1.470
H1 1.1652 0.1221 -2.3934  0.373
H2 0.3123 1.8644 0.4826  0.313
H3 1.8622 -1.9580 -0.9758  0.348
H4 -2.3850 1.5272 0.1146  0.343
H5 2.7508 -0.9409 0.1708  0.358
H6 -2.2114 1.1062 1.8510  0.324
H7 -2.9927 -0.0331 0.7129  0.298
H8 0.8431 0.6165 1.6559  0.283
H9 1.3321 -1.8501 0.7090  0.373

Per-record DFT total energy, Ha: -4480.186894, -516.871086, -3599.881814, -401.137803